No. 1
Computed, not measured: 13 unconnected molecules or ions with the total composition C39H104O13 at a distorted geometry, with ωB97M-V with the def2-TZVPD basis set.

Results
Energy above the lowest of the compared OMol25 structures with the same formula, charge and spin ... 2.194 eV
Net charge ... 0
HOMO ... -9.610 eV
Gap between HOMO and LUMO ... 9.807 eV
Largest force on an atom ... 2.21 eV/A

Atoms and positions in Å:
C: 2.557110 -1.680407 4.535883
C: 2.745128 -2.403058 3.208382
C: 3.304224 -3.803345 3.310666
O: 1.425583 -2.575816 2.630289
H: 2.188356 -0.676614 4.313163
H: 3.493925 -1.689642 5.100345
H: 1.800671 -2.172579 5.146708
H: 3.407241 -1.848863 2.535079
H: 3.306879 -4.304993 2.338338
H: 2.806058 -4.493883 3.993440
H: 4.361346 -3.790715 3.608183
H: 1.175778 -1.678373 2.311462
C: -3.926838 1.713107 -1.221356
C: -3.482280 1.125942 -2.544020
C: -4.621271 0.985403 -3.530871
O: -2.607517 2.098310 -3.174966
H: -3.200407 2.237636 -0.593061
H: -4.368434 0.915293 -0.624172
H: -4.689660 2.479765 -1.408579
H: -2.949601 0.178748 -2.440604
H: -4.841168 1.914386 -4.046738
H: -5.498169 0.551807 -3.044424
H: -4.307259 0.284830 -4.311790
H: -2.228833 2.642714 -2.473907
C: -1.214623 2.000473 3.513007
C: 0.028910 2.869637 3.447147
C: 0.878212 2.703791 4.689108
O: 0.801519 2.477569 2.278580
H: -1.014632 0.930894 3.506068
H: -2.018423 2.345776 2.861349
H: -1.673291 2.188086 4.495254
H: -0.257551 3.912586 3.288493
H: 0.296705 2.618442 5.608606
H: 1.582049 3.521219 4.870916
H: 1.485907 1.794738 4.629393
H: 1.460488 3.158317 2.090753
C: -5.186514 -3.114200 -2.528500
C: -3.729285 -2.862269 -2.810806
C: -2.935702 -2.615420 -1.513076
O: -3.193434 -4.030821 -3.474808
H: -5.346262 -3.781415 -1.677629
H: -5.729658 -3.477720 -3.396540
H: -5.610910 -2.164308 -2.179720
H: -3.597103 -1.984312 -3.457389
H: -3.111353 -3.428994 -0.817941
H: -3.428048 -1.692905 -1.167842
H: -1.901745 -2.386151 -1.755610
H: -2.236107 -3.955558 -3.523189
C: -1.740633 5.307139 -2.316739
C: -1.245587 5.235687 -0.882621
C: -2.298843 5.748039 0.072493
O: -1.087006 3.837130 -0.560426
H: -0.920304 5.120511 -3.015072
H: -2.074095 6.320165 -2.563027
H: -2.549118 4.597344 -2.457227
H: -0.293677 5.757758 -0.768181
H: -1.907639 5.860922 1.088893
H: -3.138685 5.060392 0.165732
H: -2.645891 6.733887 -0.244257
H: -0.154543 3.584610 -0.597561
C: 1.473216 2.457629 -4.396720
C: 1.239411 1.331903 -5.422829
C: 0.034499 0.538086 -4.973966
O: 0.988484 1.976738 -6.691912
H: 2.330239 3.069995 -4.676871
H: 1.588726 2.055188 -3.386705
H: 0.604900 3.122296 -4.414490
H: 2.141518 0.722122 -5.478492
H: -0.122077 -0.336963 -5.607851
H: -0.845437 1.167605 -5.158140
H: 0.060152 0.319357 -3.910571
H: 0.038782 2.135365 -6.712429
C: 4.533710 -2.456692 -5.812305
C: 4.440100 -1.031395 -5.315826
C: 3.994814 -0.991001 -3.848209
O: 5.675192 -0.362551 -5.499868
H: 5.129189 -3.090475 -5.148291
H: 5.100314 -2.449804 -6.747606
H: 3.542482 -2.880760 -5.933906
H: 3.662337 -0.523614 -5.907967
H: 4.882295 -1.215583 -3.252260
H: 3.202064 -1.728067 -3.692264
H: 3.559844 -0.055487 -3.482803
H: 5.593420 0.557085 -5.235091
C: 4.087900 5.015229 -0.321401
C: 2.686256 5.225945 -0.848077
C: 2.685709 5.364985 -2.341914
O: 1.858857 4.089020 -0.507109
H: 4.526199 4.098985 -0.713894
H: 4.046184 4.938263 0.769587
H: 4.740492 5.850928 -0.578516
H: 2.210823 6.120357 -0.432858
H: 3.090001 6.339962 -2.616589
H: 1.662044 5.267803 -2.707409
H: 3.295650 4.622439 -2.857317
H: 1.559118 4.217792 0.399985
C: -1.731286 -6.099438 0.449182
C: -0.277190 -5.719608 0.270321
C: 0.377422 -6.637009 -0.773349
O: -0.273872 -4.357070 -0.206400
H: -2.248471 -6.013340 -0.510756
H: -2.214412 -5.369090 1.096581
H: -1.840870 -7.112160 0.828106
H: 0.319195 -5.750104 1.189972
H: 1.466991 -6.558274 -0.813359
H: 0.016109 -6.352101 -1.764872
H: 0.104184 -7.677529 -0.590567
H: 0.643326 -4.066529 -0.248575
C: -1.744828 -4.831732 5.916537
C: -1.014131 -4.439650 4.642880
C: -1.410798 -3.088037 4.124186
O: 0.417903 -4.575307 4.731219
H: -1.245658 -5.642095 6.444214
H: -2.781553 -5.042024 5.663190
H: -1.754284 -3.993152 6.626961
H: -1.326404 -5.184655 3.895356
H: -0.985672 -2.774556 3.170650
H: -1.332001 -2.300884 4.881054
H: -2.477008 -3.059975 3.838035
H: 0.776889 -4.088199 3.973735
C: -5.418342 -2.725268 3.175005
C: -5.459631 -1.220584 3.078590
C: -4.113849 -0.536052 3.128638
O: -6.128798 -0.914908 1.807568
H: -4.874522 -3.159905 2.336819
H: -6.399947 -3.169599 3.319442
H: -4.868368 -2.979840 4.091013
H: -6.184203 -0.814380 3.795127
H: -3.368893 -0.965721 3.802890
H: -4.269527 0.527561 3.311883
H: -3.576374 -0.653726 2.181575
H: -6.400588 0.007508 1.798686
C: 4.408411 1.272381 1.364724
C: 4.807299 2.278262 2.440261
C: 5.621932 3.379144 1.839906
O: 3.614917 2.915759 2.945213
H: 5.330097 0.816458 0.972418
H: 3.981848 1.787623 0.494288
H: 3.723631 0.456966 1.598949
H: 5.303476 1.695160 3.223532
H: 5.759121 4.219868 2.523620
H: 5.098202 3.824772 0.991043
H: 6.601387 3.030478 1.511836
H: 3.001874 2.229554 3.233734
C: -0.854595 -0.115468 -0.008752
C: 0.624940 -0.378224 0.129553
C: 1.391708 0.566191 -0.752396
O: 1.049329 -0.098178 1.486441
H: -1.200009 -0.208750 -1.040556
H: -1.117685 0.887205 0.348588
H: -1.480765 -0.790375 0.579856
H: 0.816683 -1.419308 -0.130549
H: 2.433286 0.250106 -0.872291
H: 1.422198 1.596684 -0.392346
H: 1.011478 0.607657 -1.780206
H: 0.809241 0.850085 1.579468

Atomic forces in eV per Å
0.4 -0.2 -0.2
-1.1 -1.0 0.2
1.1 -0.7 0.0
0.7 0.8 -0.4
0.3 0.1 0.2
-0.1 0.4 0.0
0.0 -0.2 -0.1
-0.2 0.2 0.0
-0.2 0.3 -0.1
-0.2 0.4 0.2
-0.2 0.2 0.1
-0.2 -0.5 0.2
-0.9 -0.1 0.4
0.6 1.9 -0.5
0.0 -1.2 -0.2
0.3 -0.3 0.1
0.5 -0.4 -0.4
-0.2 0.1 0.2
-0.1 -0.2 -0.1
0.0 0.0 0.2
-0.1 0.3 0.4
-0.1 0.1 -0.1
-0.1 0.0 0.0
0.2 -0.2 0.0
-0.7 0.8 1.1
0.1 -0.4 -0.4
0.6 0.1 0.7
-0.4 0.4 0.0
0.1 0.0 -0.5
0.4 -0.5 -0.6
0.2 -0.1 0.0
-0.1 0.0 0.2
-0.2 0.0 -0.2
-0.1 0.0 -0.3
-0.2 -0.1 -0.1
0.2 -0.3 0.3
-0.2 0.6 0.5
1.3 -1.1 0.3
-1.6 1.0 -1.1
-0.5 0.2 -0.1
0.2 -0.3 -0.2
0.0 0.0 -0.1
-0.2 -0.1 -0.3
-0.2 -0.1 -0.1
0.4 0.0 0.1
0.5 -0.2 0.6
0.2 -0.3 0.3
0.0 0.1 0.1
0.6 0.8 -0.2
-0.7 -1.0 -0.1
0.2 0.6 0.6
0.3 -0.1 0.2
-0.1 -0.4 0.0
-0.2 -0.1 0.1
-0.1 0.1 -0.2
0.0 0.1 0.1
0.1 0.0 -0.1
0.0 0.0 -0.4
-0.1 -0.1 0.0
0.0 0.2 -0.3
0.0 -0.2 -0.3
-0.3 1.5 0.7
-0.4 0.1 -0.9
0.3 -0.8 0.3
0.1 -0.1 0.1
0.1 0.2 0.0
-0.1 -0.1 0.1
-0.1 0.0 -0.4
0.2 -0.3 0.3
0.0 0.0 0.4
0.0 -0.3 0.0
0.0 0.1 -0.1
1.1 0.1 -0.1
-1.1 0.6 0.5
0.0 -0.2 0.0
0.4 -0.3 -0.1
-0.2 0.1 0.2
-0.4 -0.1 -0.2
0.0 -0.1 -0.1
0.2 -0.1 -0.1
-0.2 -0.2 0.2
0.2 -0.2 0.1
0.3 0.2 -0.4
-0.1 0.0 0.0
-0.6 0.6 0.4
0.1 -0.4 -0.3
-0.3 0.1 -0.5
0.0 0.1 0.1
-0.2 0.0 -0.2
-0.2 0.4 -0.4
0.0 0.0 0.0
0.2 0.0 0.2
-0.1 0.1 0.0
0.0 0.2 -0.2
0.0 -0.2 0.2
0.1 0.0 0.0
0.0 0.6 0.0
0.5 0.0 -0.8
-0.1 0.2 -0.1
0.0 -0.2 0.1
0.1 -0.2 -0.1
-0.1 -0.2 0.3
0.0 0.0 0.1
-0.4 -0.1 0.2
0.0 0.0 0.2
-0.2 -0.1 0.1
0.1 0.0 0.0
0.0 0.0 0.1
0.6 1.0 0.4
0.3 -1.0 -1.0
-1.6 0.9 -0.4
-0.5 0.3 0.5
-0.2 -0.3 -0.3
0.0 -0.3 0.1
0.0 0.0 -0.1
-0.1 0.1 -0.1
0.8 -0.2 0.3
0.4 0.0 -0.1
0.0 -0.4 0.4
-0.1 0.1 0.1
0.5 0.0 0.9
-1.4 0.2 -1.1
0.6 0.0 -0.4
0.5 -0.3 0.1
-0.2 0.0 -0.1
-0.1 0.1 -0.5
0.1 0.0 -0.2
0.6 -0.2 0.6
-0.5 0.1 0.6
0.3 0.0 0.1
-0.5 0.1 -0.3
0.1 0.0 0.1
0.8 0.0 -1.2
-1.4 -0.8 -0.4
0.6 0.5 -0.1
0.1 0.0 0.2
-0.1 -0.1 0.1
-0.1 0.1 0.2
0.0 0.2 0.6
0.1 0.5 0.3
0.1 -0.2 0.3
0.7 -1.0 0.6
0.0 0.0 0.0
0.1 0.0 0.0
-0.9 0.0 0.3
-0.3 0.7 0.3
0.9 0.0 -1.3
-0.5 -0.3 -0.7
0.2 0.1 0.0
0.2 0.1 -0.2
0.2 -0.2 0.1
0.3 0.0 0.3
0.0 0.0 0.2
-0.2 -0.1 0.2
-0.2 -0.1 0.2
0.4 -0.4 0.6

Atom charges from the Löwdin analysis, given in e for atoms 1 to 8:
1 C -0.04
2 C -0.46
3 C -0.06
4 O -0.10
5 H 0.06
6 H 0.08
7 H 0.08
8 H 0.13

---

No. 2
Computed, not measured: a molecular structure, C23H50MnO3P2 at a distorted geometry, with ωB97M-V with the def2-TZVPD basis set.

Results
Net charge ... +4
HOMO (alpha / beta) ... -21.332 / -21.130 eV
Spin multiplicity ... 4
Gap between HOMO and LUMO (alpha / beta) ... 4.764 / 2.850 eV
Largest force on an atom ... 9.75 eV/A

Atoms and positions in Å:
Mn: 0.401281 0.391881 -0.810896
C: -1.199941 -0.360116 -1.069876
O: -2.231333 -0.872105 -1.318085
C: 1.056508 0.454526 0.865224
O: 1.580293 0.497955 1.927858
P: 1.161035 -1.912266 -0.657459
C: 2.342671 -2.030703 -2.070398
H: 2.763772 -3.038636 -1.981084
C: 2.208487 -2.529475 0.760862
H: 2.792710 -1.630380 1.008247
C: -0.022050 -3.291178 -1.064466
H: -0.555231 -2.875127 -1.931959
C: -2.654783 2.464883 -0.351781
P: -0.803798 2.316978 -0.215514
H: -0.205059 4.293074 -1.554760
H: -2.888519 1.982121 -1.315069
C: -0.328227 3.565508 1.069816
H: -0.863032 4.472741 0.751600
C: 1.364241 -2.893861 1.974922
H: 2.004328 -2.872963 2.870217
H: 0.959080 -3.911777 1.893574
H: 0.535169 -2.191242 2.134206
C: 3.180374 -3.669720 0.453211
H: 2.652200 -4.611451 0.263920
H: 3.817515 -3.825774 1.335552
H: 3.849348 -3.467736 -0.388881
C: 0.613851 -4.617438 -1.478003
H: 1.434368 -4.525352 -2.196345
H: -0.158315 -5.235744 -1.958667
H: 0.973234 -5.180000 -0.608583
C: -1.046258 -3.517247 0.040277
H: -1.910246 -4.044290 -0.391165
H: -1.401747 -2.580436 0.488300
H: -0.645550 -4.150242 0.840259
C: 1.588257 -1.960718 -3.404192
H: 1.136648 -2.936926 -3.638591
H: 2.284824 -1.689065 -4.211885
H: 0.778055 -1.210130 -3.408137
C: 3.494496 -1.039594 -1.911416
H: 3.148366 0.002202 -1.878516
H: 4.172772 -1.142644 -2.768976
H: 4.066080 -1.226323 -0.990885
C: -3.093833 3.929385 -0.399619
H: -2.496568 4.534818 -1.095108
H: -3.044394 4.386338 0.597476
H: -4.141303 3.971152 -0.729590
C: -3.395245 1.681940 0.732278
H: -3.225514 2.100201 1.732809
C: 1.249181 2.650241 -1.895511
H: -3.105479 0.622781 0.746079
H: -4.476422 1.737182 0.527093
C: -1.037739 2.878553 -2.969960
H: 1.215636 1.518311 -1.904024
H: 1.659635 2.944897 -2.866701
H: 1.959957 2.947169 -1.114032
C: -0.179043 3.205548 -1.742469
H: -0.444857 2.980390 -3.891175
H: -1.929644 3.516177 -3.046573
H: -1.369468 1.830719 -2.925195
C: 1.167273 3.873596 1.084511
H: 1.741893 2.975296 1.347256
H: 1.343583 4.627169 1.862412
H: 1.522299 4.283637 0.133168
C: -0.807013 3.176080 2.468791
H: -0.419815 2.188187 2.753933
H: -1.898626 3.183313 2.575321
H: -0.398636 3.904706 3.184333
H: 1.271936 0.704938 -3.675749
H: 1.947178 0.753456 -3.283374
C: -0.834286 -0.335804 4.258162
C: -1.645733 -0.694909 3.043624
C: -3.090303 -0.939964 3.371102
O: -1.189372 -0.749611 1.892505
H: -1.381754 0.406795 4.858830
H: 0.140011 0.053660 3.965245
H: -0.698443 -1.237717 4.871174
H: -3.578383 0.012322 3.647734
H: -3.612536 -1.420355 2.539455
H: -3.170050 -1.601805 4.243333

Atomic forces in eV per Å
2.5 0.7 -2.2
-9.0 -3.6 -1.2
5.5 2.6 1.2
3.5 0.3 8.4
-2.8 -0.1 -6.1
1.3 -0.3 -1.5
0.1 0.3 0.1
-0.1 0.2 0.1
0.1 -2.3 1.9
0.1 0.7 -0.5
-1.1 -2.1 1.4
0.3 0.7 -0.4
-0.3 -1.2 -0.1
-1.9 3.2 -0.5
0.3 -0.4 0.2
0.1 0.2 0.2
0.7 -0.5 1.1
-0.1 -0.4 -0.4
-0.5 0.7 -0.5
0.0 -0.1 0.0
0.3 0.1 0.2
0.3 -0.2 0.1
-0.1 0.7 -0.8
0.1 0.0 0.2
-0.1 -0.1 0.1
0.0 0.0 0.3
0.6 0.7 0.0
-0.3 -0.1 0.0
-0.1 0.0 0.1
-0.3 -0.1 -0.1
0.1 0.7 0.0
0.0 -0.1 0.1
0.0 -0.3 -0.1
-0.2 -0.1 -0.2
-0.4 0.0 -0.4
0.2 0.4 0.0
-0.3 -0.1 0.2
0.2 -0.4 -0.1
0.2 0.1 0.1
0.2 -0.1 0.0
-0.1 0.1 0.3
0.0 0.1 -0.3
0.4 0.5 0.1
-0.3 -0.1 0.2
-0.1 -0.1 -0.3
0.3 -0.1 0.0
-0.3 -0.2 0.2
-0.2 -0.2 -0.4
0.0 1.0 0.7
-0.1 0.2 0.1
0.4 0.0 0.1
0.1 -0.2 -0.2
0.6 0.7 -0.5
0.1 -0.5 0.1
-0.3 -0.1 -0.2
0.1 -0.8 -0.1
-0.2 0.2 0.2
0.3 -0.3 0.0
-0.1 0.0 -0.2
0.1 0.0 -0.1
0.1 0.4 0.0
0.1 -0.2 -0.2
0.0 0.1 0.4
-0.1 0.0 0.3
-0.1 0.2 0.1
0.4 0.0 0.0
-0.2 -0.2 -0.2
1.3 0.0 0.3
-1.1 -0.3 -1.2
0.3 0.1 -0.5
-0.5 0.3 0.6
-0.1 -0.4 -0.5
0.0 0.2 0.2
0.2 -0.3 -0.1
0.0 0.0 0.2
-0.1 0.2 0.0
0.2 -0.3 -0.1
0.0 0.3 0.1
0.1 0.2 -0.1

Atom charges from the Löwdin analysis, given in e for atoms 1 to 8:
1 Mn 0.40
2 C -0.14
3 O 0.25
4 C -0.14
5 O 0.21
6 P 1.17
7 C -0.51
8 H 0.10

---

No. 3
Computed, not measured: a gas-phase ion, C9H13OS (charge +1) at a distorted geometry, with ωB97M-V with the def2-TZVPD basis set.

Results
Energy above the lowest of the compared OMol25 structures with the same formula, charge and spin ... 0.000 eV
Net charge ... +1
HOMO ... -12.088 eV
Gap between HOMO and LUMO ... 8.233 eV
Largest force on an atom ... 4.50 eV/A

Atoms and positions in Å:
C: 1.890243 2.744736 -1.629627
C: 1.759357 2.456087 -0.249174
C: 1.312343 1.840666 -2.523121
C: 1.084190 1.292327 0.110089
C: 0.707227 0.683956 -2.233422
C: 0.602179 0.433554 -0.864716
C: -0.098813 -0.770001 -0.442523
C: -1.586018 -2.809322 1.761648
C: -1.428256 -0.597960 0.371369
O: -0.461913 -0.654558 2.855889
S: -1.741142 -0.925611 2.023196
H: 2.498389 3.533964 -1.878554
H: 2.232003 3.043385 0.469875
H: 1.306150 1.994578 -3.610136
H: 0.844817 1.022041 1.134310
H: 0.091848 0.139161 -3.009725
H: -0.346095 -1.381635 -1.364697
H: -0.439369 -0.538354 3.811525
H: 0.600220 -1.303439 0.148267
H: -0.899922 -3.109565 0.989973
H: -2.626540 -2.937465 1.413252
H: -1.398742 -3.241065 2.748024
H: -2.129289 -1.383927 -0.106320
H: -1.772867 0.468444 0.074597

Atomic forces in eV per Å
-1.2 -2.8 2.3
-0.5 -1.2 -2.1
1.2 2.1 -3.0
-0.1 0.2 -0.4
-1.9 -0.9 1.4
-0.6 0.5 -0.3
-1.1 -2.0 -0.2
-1.8 1.6 0.9
-0.8 2.0 -4.0
2.3 0.7 -0.3
-0.6 -3.2 0.4
0.9 1.8 -1.1
0.5 1.1 1.1
0.5 0.7 0.4
0.4 0.2 0.1
1.2 0.3 1.0
0.2 0.5 1.2
-0.8 0.1 0.2
0.6 -1.1 0.6
0.5 0.3 -0.1
0.4 -0.7 0.3
-0.1 -0.1 -0.3
0.5 1.6 0.9
0.1 -1.7 0.8

Atom charges from the Löwdin analysis, given in e for atoms 1 to 8:
1 C -0.02
2 C -0.03
3 C -0.10
4 C -0.04
5 C -0.05
6 C -0.29
7 C -0.18
8 C -0.14

---

No. 4
Computed, not measured: C4H7N3 in the gas phase, with ωB97M-V with the def2-TZVPD basis set.

Results
Energy above the lowest of the compared OMol25 structures with the same formula, charge and spin ... 4.851 eV
Net charge ... 0
HOMO (alpha / beta) ... -8.315 / -7.238 eV
Gap between HOMO and LUMO (alpha / beta) ... 7.962 / 6.295 eV
Largest force on an atom ... 0.76 eV/A

Atoms and positions in Å:
C: -0.882386 1.153764 -0.488143
C: -1.069421 -0.920592 0.437871
N: 0.105136 -0.938957 1.070572
C: 1.191533 -0.440813 0.300350
N: 2.386414 -0.658036 0.629608
C: 0.616447 0.260804 -0.932822
N: 1.005578 0.209709 -2.066347
H: -1.745295 0.933245 -1.121184
H: -0.436456 2.065852 -0.896379
H: -1.191306 1.426201 0.527773
H: -1.130245 -1.370741 -0.545420
H: -1.970364 -0.872810 1.042076
H: 0.122220 -0.694764 2.054320
H: 2.998148 -0.152868 -0.012278

Atomic forces in eV per Å
0.2 0.6 -0.4
-0.6 -0.5 0.0
0.4 0.2 0.1
0.0 -0.3 0.2
-0.2 0.3 -0.2
-0.1 0.1 0.0
-0.2 0.0 0.4
0.1 -0.1 0.1
-0.1 -0.1 0.0
0.1 -0.2 -0.1
0.0 0.1 0.1
0.1 0.0 -0.1
0.1 -0.1 -0.1
0.0 -0.1 0.0

Atom charges from the Löwdin analysis, given in e for atoms 1 to 8:
1 C -0.07
2 C -0.03
3 N 0.01
4 C -0.38
5 N 0.16
6 C -0.43
7 N 0.15
8 H 0.06